# 1
Entry from the OMol25 dataset: 13 unconnected molecules or ions with the total composition C43H92F12O35S9 at a distorted geometry (ωB97M-V with the def2-TZVPD basis set).

Last columns: bonded neighbours and bond lengths (Å).
CARTESIAN COORDINATES (ANGSTROEM)
1 O 5.3848 -2.6495 3.7439  S2 1.409
2 S 5.0250 -1.9029 4.8832  O1 1.409, O3 1.409, O4 1.597, C7 1.763
3 O 5.9405 -1.1134 5.6070  S2 1.409
4 O 3.8872 -0.8896 4.4035  S2 1.597, C5 1.433
5 C 2.8606 -1.4581 3.5819  O4 1.433, C6 1.551, H8 1.089, H9 1.095
6 C 1.6246 -1.8321 4.4403  C5 1.551, H10 1.091, H11 1.093, H12 1.093
7 C 4.1903 -2.9595 6.0214  S2 1.763, H13 1.088, H14 1.092, H15 1.085
8 H 3.1578 -2.2557 2.9033  C5 1.089
9 H 2.4966 -0.6299 2.9658  C5 1.095
10 H 1.6198 -2.8319 4.8760  C6 1.091
11 H 0.7261 -1.7064 3.8310  C6 1.093
12 H 1.5921 -1.0996 5.2511  C6 1.093
13 H 4.8869 -3.4771 6.6779  C7 1.088
14 H 3.6890 -3.7399 5.4460  C7 1.092
15 H 3.4980 -2.3927 6.6357  C7 1.085
16 O -2.0602 2.5259 -5.6209  S17 1.412
17 S -1.0523 1.6277 -6.0357  O16 1.412, O18 1.414, O19 1.576, C22 1.781
18 O -1.4198 0.3007 -6.3573  S17 1.414
19 O -0.3396 2.2547 -7.2943  S17 1.576, C20 1.451
20 C 0.6347 1.4706 -8.0306  O19 1.451, C21 1.508, H23 1.096, H24 1.097
21 C 0.3615 1.6657 -9.5010  C20 1.508, H25 1.091, H26 1.086, H27 1.089
22 C 0.2260 1.5675 -4.7974  S17 1.781, H28 1.091, H29 1.085, H30 1.085
23 H 0.5741 0.4099 -7.7611  C20 1.096
24 H 1.6425 1.7689 -7.7156  C20 1.097
25 H 0.2978 2.7337 -9.7164  C21 1.091
26 H -0.5934 1.2105 -9.7468  C21 1.086
27 H 1.1861 1.2791 -10.0985  C21 1.089
28 H 1.0917 1.3104 -5.4103  C22 1.091
29 H -0.0514 0.8016 -4.0812  C22 1.085
30 H 0.4400 2.4854 -4.2595  C22 1.085
31 O 6.5796 -2.2591 -1.0111  S32 1.421
32 S 5.5300 -3.2165 -0.9979  O31 1.421, O33 1.410, O34 1.612, C37 1.777
33 O 4.1980 -2.8588 -0.7048  S32 1.410
34 O 5.5423 -3.9012 -2.4570  S32 1.612, C35 1.443
35 C 6.8356 -4.1906 -3.0288  O34 1.443, C36 1.520, H38 1.095, H39 1.091
36 C 6.6775 -5.4030 -3.9316  C35 1.520, H40 1.084, H41 1.092, H42 1.092
37 C 5.9941 -4.6399 -0.0401  S32 1.777, H43 1.094, H44 1.086, H45 1.082
38 H 7.5531 -4.4558 -2.2459  C35 1.095
39 H 7.2432 -3.3391 -3.5763  C35 1.091
40 H 6.2806 -6.2547 -3.3907  C36 1.084
41 H 7.6546 -5.6095 -4.3729  C36 1.092
42 H 6.0335 -5.1433 -4.7745  C36 1.092
43 H 5.9089 -4.2779 0.9886  C37 1.094
44 H 7.0501 -4.8305 -0.2052  C37 1.086
45 H 5.3652 -5.5003 -0.2250  C37 1.082
46 O 0.8879 -2.1309 -3.8811  S47 1.418
47 S 1.9540 -1.8496 -4.7730  O46 1.418, O48 1.420, O49 1.594, C52 1.776
48 O 1.7205 -1.1248 -5.9718  S47 1.420
49 O 3.0763 -1.1529 -3.8801  S47 1.594, C50 1.436
50 C 4.0368 -0.4009 -4.6372  O49 1.436, C51 1.519, H53 1.086, H54 1.088
51 C 5.3363 -0.3651 -3.8506  C50 1.519, H55 1.090, H56 1.095, H57 1.092
52 C 2.8380 -3.3341 -5.1849  S47 1.776, H58 1.091, H59 1.084, H60 1.084
53 H 3.6659 0.6105 -4.7779  C50 1.086
54 H 4.2644 -0.9268 -5.5627  C50 1.088
55 H 6.1996 -0.0925 -4.4578  C51 1.090
56 H 5.6037 -1.3479 -3.4473  C51 1.095
57 H 5.2950 0.2569 -2.9535  C51 1.092
58 H 3.0252 -3.8530 -4.2432  C52 1.091
59 H 3.7957 -3.0392 -5.5978  C52 1.084
60 H 2.2162 -3.9738 -5.8007  C52 1.084
61 O -10.3137 3.5170 0.9587  S62 1.415
62 S -9.4568 4.5505 1.4069  O61 1.415, O63 1.412, O64 1.602, C67 1.788
63 O -9.5989 5.1993 2.6531  S62 1.412
64 O -7.9569 3.9911 1.3425  S62 1.602, C65 1.451
65 C -6.9365 4.8246 1.9494  O64 1.451, C66 1.511, H68 1.087, H69 1.094
66 C -5.6344 4.1408 1.6040  C65 1.511, H70 1.096, H71 1.083, H72 1.090
67 C -9.4014 5.7649 0.0952  S62 1.788, H73 1.086, H74 1.087, H75 1.081
68 H -7.0631 4.9576 3.0207  C65 1.087
69 H -6.9769 5.8176 1.4913  C65 1.094
70 H -4.8208 4.5724 2.1988  C66 1.096
71 H -5.3548 4.2312 0.5614  C66 1.083
72 H -5.7205 3.1352 2.0170  C66 1.090
73 H -10.4389 6.0760 0.0104  C67 1.086
74 H -9.0613 5.1919 -0.7634  C67 1.087
75 H -8.7128 6.5785 0.2766  C67 1.081
76 O 3.4987 -7.0690 2.1762  S77 1.420
77 S 2.4282 -6.1548 2.3650  O76 1.420, O78 1.427, O79 1.584, C82 1.781
78 O 2.5945 -5.0542 3.2582  S77 1.427
79 O 1.9539 -5.6410 0.9434  S77 1.584, C80 1.469
80 C 0.8920 -4.6274 0.8866  O79 1.469, C81 1.525, H83 1.088, H84 1.091
81 C 0.4422 -4.6561 -0.5698  C80 1.525, H85 1.093, H86 1.084, H87 1.090
82 C 1.0036 -7.1248 2.8124  S77 1.781, H88 1.080, H89 1.085, H90 1.089
83 H 1.2278 -3.6323 1.1722  C80 1.088
84 H 0.0816 -4.9649 1.5349  C80 1.091
85 H 1.3346 -4.6531 -1.2009  C81 1.093
86 H -0.1368 -3.7924 -0.8766  C81 1.084
87 H -0.0073 -5.6274 -0.7776  C81 1.090
88 H 0.0950 -6.5458 2.7377  C82 1.080
89 H 1.1832 -7.5420 3.7977  C82 1.085
90 H 1.0758 -7.9490 2.1041  C82 1.089
91 O 0.7334 10.9152 0.0451  S92 1.417
92 S 0.5195 9.8448 0.9485  O91 1.417, O93 1.411, O94 1.592, C97 1.789
93 O -0.1354 10.0249 2.1857  S92 1.411
94 O -0.2766 8.7414 0.1228  S92 1.592, C95 1.447
95 C 0.3762 8.1498 -1.0255  O94 1.447, C96 1.506, H98 1.087, H99 1.095
96 C 0.2356 6.6587 -0.8646  C95 1.506, H100 1.095, H101 1.095, H102 1.098
97 C 2.0934 9.0552 1.2628  S92 1.789, H103 1.083, H104 1.087, H105 1.087
98 H 1.4039 8.4643 -1.1885  C95 1.087
99 H -0.1979 8.4329 -1.9134  C95 1.095
100 H 0.4240 6.2452 0.1311  C96 1.095
101 H 0.7748 6.0283 -1.5797  C96 1.095
102 H -0.7903 6.2998 -1.0196  C96 1.098
103 H 2.5767 8.5227 0.4529  C97 1.083
104 H 1.9739 8.2987 2.0339  C97 1.087
105 H 2.7769 9.8372 1.5838  C97 1.087
106 O -2.5407 -5.5302 4.8986  S107 1.417
107 S -1.4296 -4.6512 4.8673  O106 1.417, O108 1.406, O109 1.578, C112 1.763
108 O -0.1417 -5.1123 5.1938  S107 1.406
109 O -1.3428 -4.0255 3.4212  S107 1.578, C110 1.423
110 C -2.5465 -3.4632 2.9128  O109 1.423, C111 1.504, H113 1.097, H114 1.095
111 C -2.7047 -3.7291 1.4408  C110 1.504, H115 1.086, H116 1.091, H117 1.091
112 C -1.7927 -3.2126 5.8190  S107 1.763, H118 1.088, H119 1.084, H120 1.093
113 H -2.5931 -2.3740 3.0389  C110 1.097
114 H -3.3797 -3.8489 3.5100  C110 1.095
115 H -2.9071 -4.7809 1.2623  C111 1.086
116 H -1.8121 -3.3036 0.9801  C111 1.091
117 H -3.5227 -3.1192 1.0549  C111 1.091
118 H -1.0589 -2.4331 5.6274  C112 1.088
119 H -1.9272 -3.4917 6.8578  C112 1.084
120 H -2.7259 -2.7792 5.4512  C112 1.093
121 O 3.9587 6.8280 -1.0288  S122 1.425
122 S 4.0656 5.8926 0.0404  O121 1.425, O123 1.415, O124 1.579, C127 1.768
123 O 3.5028 6.3028 1.2718  S122 1.415
124 O 3.4541 4.5214 -0.4487  S122 1.579, C125 1.426
125 C 3.7620 4.0910 -1.7733  O124 1.426, C126 1.510, H128 1.096, H129 1.087
126 C 2.7999 2.9702 -2.0859  C125 1.510, H130 1.088, H131 1.089, H132 1.096
127 C 5.7593 5.4328 0.2576  S122 1.768, H133 1.090, H134 1.081, H135 1.089
128 H 4.7890 3.7095 -1.7609  C125 1.096
129 H 3.6838 4.9057 -2.4891  C125 1.087
130 H 2.8571 2.1708 -1.3507  C126 1.088
131 H 2.8993 2.5763 -3.0959  C126 1.089
132 H 1.8031 3.4215 -2.0286  C126 1.096
133 H 6.1294 5.1570 -0.7293  C127 1.090
134 H 5.8557 4.6588 1.0065  C127 1.081
135 H 6.2909 6.3513 0.5012  C127 1.089
136 C 4.9520 -0.1503 1.0463  C137 1.504, H145 1.088, H146 1.088, H147 1.089
137 C 4.7589 1.3342 0.8976  C136 1.504, O138 1.449, H148 1.095, H149 1.087
138 O 3.4568 1.6849 1.4291  C137 1.449, C139 1.314
139 C 3.3672 2.8184 2.0881  O138 1.314, O140 1.186, C141 1.550
140 O 4.2470 3.5635 2.3654  C139 1.186
141 C 1.9293 3.0303 2.6271  C139 1.550, F142 1.302, F143 1.336, F144 1.345
142 F 1.9596 3.4349 3.8645  C141 1.302
143 F 1.3615 3.9534 1.8454  C141 1.336
144 F 1.1433 1.9422 2.5453  C141 1.345
145 H 4.7911 -0.4729 2.0727  C136 1.088
146 H 5.9187 -0.4582 0.6537  C136 1.088
147 H 4.2283 -0.7376 0.4833  C136 1.089
148 H 4.7568 1.6432 -0.1525  C137 1.095
149 H 5.5406 1.8982 1.4002  C137 1.087
150 C 0.6149 -1.1626 -0.0768  C151 1.505, H159 1.095, H160 1.085, H161 1.092
151 C -0.5696 -0.7165 -0.8906  C150 1.505, O152 1.428, H162 1.096, H163 1.088
152 O -1.2556 0.4584 -0.4564  C151 1.428, C153 1.289
153 C -2.0515 0.4293 0.5576  O152 1.289, O154 1.189, C155 1.537
154 O -2.3266 -0.5226 1.2141  C153 1.189
155 C -2.8227 1.7517 0.6904  C153 1.537, F156 1.321, F157 1.335, F158 1.340
156 F -2.9483 2.1773 1.9350  C155 1.321
157 F -2.2714 2.7146 -0.0525  C155 1.335
158 F -4.0434 1.5197 0.1890  C155 1.340
159 H 1.2265 -0.2859 0.1615  C150 1.095
160 H 1.2538 -1.8196 -0.6579  C150 1.085
161 H 0.3278 -1.5262 0.9121  C150 1.092
162 H -1.2911 -1.5305 -1.0242  C151 1.096
163 H -0.2306 -0.4998 -1.9016  C151 1.088
164 C -4.6831 -0.0449 3.9303  C165 1.518, H173 1.087, H174 1.094, H175 1.088
165 C -5.6885 -0.9044 3.1863  C164 1.518, O166 1.431, H176 1.091, H177 1.090
166 O -6.3798 -0.0368 2.2826  C165 1.431, C167 1.311
167 C -7.4125 -0.5437 1.6549  O166 1.311, O168 1.177, C169 1.540
168 O -8.0566 -1.4606 2.0161  C167 1.177
169 C -7.8954 0.3225 0.4762  C167 1.540, F170 1.321, F171 1.349, F172 1.326
170 F -7.2476 1.4624 0.3171  C169 1.321
171 F -7.7788 -0.3939 -0.6604  C169 1.349
172 F -9.1904 0.5695 0.6218  C169 1.326
173 H -3.9312 0.3448 3.2484  C164 1.087
174 H -4.1368 -0.6291 4.6773  C164 1.094
175 H -5.1808 0.7510 4.4809  C164 1.088
176 H -6.3758 -1.2833 3.9444  C165 1.091
177 H -5.1911 -1.7257 2.6709  C165 1.090
178 C -7.9081 -4.8315 0.3647  C179 1.517, H187 1.090, H188 1.090, H189 1.089
179 C -6.4715 -4.5108 0.7303  C178 1.517, O180 1.436, H190 1.086, H191 1.089
180 O -6.0491 -3.2878 0.1073  C179 1.436, C181 1.307
181 C -5.6741 -3.2777 -1.1445  O180 1.307, O182 1.153, C183 1.548
182 O -5.8284 -4.1408 -1.8934  C181 1.153
183 C -5.0530 -1.9285 -1.5820  C181 1.548, F184 1.349, F185 1.307, F186 1.329
184 F -3.7689 -2.1531 -1.9303  C183 1.349
185 F -5.6800 -1.4754 -2.6359  C183 1.307
186 F -5.0657 -1.0426 -0.5910  C183 1.329
187 H -7.9842 -5.1806 -0.6650  C178 1.090
188 H -8.5164 -3.9324 0.4616  C178 1.090
189 H -8.3250 -5.6028 1.0109  C178 1.089
190 H -5.7987 -5.3416 0.5412  C179 1.086
191 H -6.5236 -4.2318 1.7816  C179 1.089

Orbital gap in eV: 10.4
Spin multiplicity: 1

These are the Löwdin partial charges, in e, on atoms 1 to 2:
1 O -0.267
2 S 0.544


# 2
Entry from the OMol25 dataset: 2 unconnected molecules or ions with the total composition C4H13NPS2 at a distorted geometry (ωB97M-V with the def2-TZVPD basis set).

Last columns: bonded neighbours and bond lengths (Å).
CARTESIAN COORDINATES (ANGSTROEM)
1 C -1.5011 0.1961 -1.2278  C4 1.495, H9 1.040, H10 1.089, H11 1.031
2 C -0.5441 -2.3572 0.1430  S8 1.836, H12 1.028, H13 1.198, H14 1.134
3 C 1.0241 1.4082 -0.0572  P6 1.762, H15 1.146, H16 1.067
4 C -1.4734 0.3710 0.2567  C1 1.495, N5 1.306, S8 1.759
5 N -1.9094 1.4706 0.8100  C4 1.306, H18 0.973, H19 1.115
6 P 2.2043 0.4004 0.7767  C3 1.762, S7 2.056, H17 1.446, H20 1.443
7 S 2.9065 -1.1707 -0.3492  P6 2.056, H21 1.355
8 S -1.1816 -1.0450 1.2579  C2 1.836, C4 1.759
9 H -0.5187 0.1062 -1.5570  C1 1.040
10 H -1.8112 1.1807 -1.5763  C1 1.089
11 H -2.1452 -0.5942 -1.3786  C1 1.031
12 H 0.0339 -3.0840 0.5845  C2 1.028
13 H 0.2930 -1.9593 -0.6167  C2 1.198
14 H -1.3642 -2.6857 -0.5674  C2 1.134
15 H 0.8344 2.3612 0.5504  C3 1.146
16 H 1.5984 1.6677 -0.9187  C3 1.067
17 H 1.4963 -0.2462 1.8594  P6 1.446
18 H -2.0768 1.7035 1.7398  N5 0.973
19 H -2.1746 2.3158 0.1335  N5 1.115
20 H 3.3051 0.5368 1.6992  P6 1.443
21 H 3.0043 -0.5758 -1.5622  S7 1.355

Orbital gap in eV: 8.5
Charge: +1
Spin multiplicity: 1

These are the natural (NBO) partial charges, in e, on atoms 1 to 2:
1 C -0.674
2 C -0.767


# 3
Entry from the OMol25 dataset: 9 unconnected molecules or ions with the total composition H19O9 at a distorted geometry (ωB97M-V with the def2-TZVPD basis set).

Last columns: bonded neighbours and bond lengths (Å).
CARTESIAN COORDINATES (ANGSTROEM)
1 O -2.0712 -1.9043 1.8217  H19 0.976, H27 0.980
2 H -2.9820 -2.0512 -1.3448  O15 0.953
3 H -0.0900 2.1452 -0.6871  O24 0.990
4 O 1.1455 -0.3858 2.6274  H11 0.974, H26 0.975
5 H -3.2514 2.2465 0.4354  O12 0.963
6 O -0.1232 2.0625 -2.5764  H8 0.960, H10 0.956
7 H 3.4158 2.4365 -0.3158  O21 0.942
8 H -1.0332 2.3586 -2.6480  O6 0.960
9 O 1.3372 0.0871 -0.2094  H16 0.967, H17 1.036
10 H 0.5841 2.5222 -3.0260  O6 0.956
11 H 1.6424 -1.1034 3.0597  O4 0.974
12 O -3.1366 2.3532 -0.5149  H5 0.963, H14 0.967
13 H -2.9126 -2.6406 -2.7555  O15 0.954
14 H -3.1464 3.3099 -0.6575  O12 0.967
15 O -2.3786 -2.3341 -2.0262  H2 0.953, H13 0.954
16 H 1.4496 -0.6434 0.4138  O9 0.967
17 H 2.0544 0.7624 0.1117  O9 1.036
18 O 2.5336 -3.2136 0.6714  H20 0.987, H23 0.986
19 H -1.2984 -2.0209 1.2365  O1 0.976
20 H 2.4769 -3.9180 1.3607  O18 0.987
21 O 3.2646 1.6713 0.2130  H7 0.942, H25 0.948
22 H 0.1193 0.7081 0.0480  O24 1.122
23 H 3.5091 -3.2568 0.8086  O18 0.986
24 O -0.6273 1.5251 -0.1335  H3 0.990, H22 1.122, H28 0.976
25 H 3.6687 1.7126 1.0699  O21 0.948
26 H 0.3376 -0.4129 3.1720  O4 0.975
27 H -2.1808 -2.8129 2.1724  O1 0.980
28 H -1.2222 1.1267 -0.7964  O24 0.976

Orbital gap (alpha / beta) in eV: 11.2 / 2.7
Charge: +2
Spin multiplicity: 2

These are the natural (NBO) partial charges, in e, on atoms 1 to 2:
1 O -0.704
2 H 0.492


# 4
Entry from the OMol25 dataset: a gas-phase ion, C8H7O4 (charge -1) at a distorted geometry (ωB97M-V with the def2-TZVPD basis set).

Last columns: bonded neighbours and bond lengths (Å).
CARTESIAN COORDINATES (ANGSTROEM)
1 C 0.6997 -1.3915 0.3317  C2 1.338, C3 1.458, H13 1.087
2 C -0.6335 -1.3022 0.4054  C1 1.338, C7 1.470, H14 1.085
3 C 1.7510 -0.4023 0.1294  C1 1.458, C4 1.356, C5 1.439
4 C 1.6078 0.9426 0.0368  C3 1.356, O10 1.186
5 C 3.0983 -0.9039 0.0655  C3 1.439, O9 1.221, H15 1.118
6 C -1.6017 0.4126 -1.2633  C7 1.539, C8 1.494, H16 1.082, H17 1.087
7 C -1.5074 -0.1448 0.1680  C2 1.470, C6 1.539, C8 1.477, O11 1.425
8 C -0.9305 1.1734 -0.1666  C6 1.494, C7 1.477, O12 1.437
9 O 4.1440 -0.2950 -0.0943  C5 1.221
10 O 2.0499 2.0425 0.0154  C4 1.186
11 O -2.7354 -0.2364 0.8855  C7 1.425, H18 0.966
12 O -1.5727 2.3444 0.3643  C8 1.437, H19 0.961
13 H 1.1149 -2.3837 0.4884  C1 1.087
14 H -1.1854 -2.2052 0.6453  C2 1.085
15 H 3.1390 -2.0150 0.1800  C5 1.118
16 H -0.9930 -0.0529 -2.0276  C6 1.082
17 H -2.5951 0.7019 -1.5977  C6 1.087
18 H -2.9366 0.6756 1.1329  O11 0.966
19 H -0.9133 3.0398 0.3007  O12 0.961

Orbital gap in eV: 6.7
Charge: -1
Spin multiplicity: 1

These are the natural (NBO) partial charges, in e, on atoms 1 to 2:
1 C -0.193
2 C -0.203


Number 1: electronic energy -247869.4957 eV. Number 2: electronic energy -36798.5051 eV. Number 3: electronic energy -18714.7114 eV. Number 4: electronic energy -16596.6917 eV.